Entry 1:
{"formula": "C28H30F6N6O4S3SiTa", "method": "ωB97M-V with the def2-TZVPD basis set", "species": ["C", "C", "H", "N", "C", "C", "H", "C", "C", "H", "H", "O", "C", "H", "C", "S", "H", "H", "N", "C", "H", "C", "C", "S", "H", "H", "F", "C", "N", "C", "H", "H", "H", "H", "N", "S", "C", "C", "C", "C", "F", "H", "C", "Si", "C", "H", "O", "C", "F", "H", "F", "H", "C", "N", "N", "H", "C", "Ta", "O", "C", "H", "O", "F", "H", "H", "H", "C", "H", "C", "H", "H", "H", "C", "H", "F", "H", "C", "C", "H"], "coordinates": [[0.175, -1.725, -4.358], [5.771, 0.189, 1.456], [-0.334, 5.039, 1.456], [0.290, -3.448, 0.963], [-0.633, 3.018, 0.860], [-3.760, 0.706, -0.051], [-0.113, 2.607, 1.712], [3.689, 1.833, -0.675], [-1.088, -2.080, -4.807], [4.718, 2.175, -0.680], [2.625, 0.946, 3.877], [-1.589, -2.054, 0.078], [-4.471, -0.042, 2.218], [3.373, 2.404, -2.733], [-4.163, -0.491, 3.491], [-1.003, -3.462, 0.094], [-4.000, -0.414, -2.532], [5.496, 2.988, 3.240], [-0.758, -0.775, -2.370], [-3.141, -0.735, -1.938], [-5.492, 0.174, 1.935], [-1.881, -0.590, 2.816], [2.946, 1.961, -1.845], [1.512, -2.705, 0.294], [-1.900, 1.349, -2.780], [4.185, 0.267, 4.288], [-1.762, -5.599, 1.327], [1.650, 1.497, -1.861], [1.110, 0.960, -0.759], [0.300, -1.091, -3.141], [1.062, -1.947, -4.933], [3.112, -0.648, 3.245], [-3.478, 1.939, -2.271], [5.468, -0.792, 1.086], [-1.144, 2.138, -0.021], [0.764, 0.299, 1.665], [3.455, 0.361, 3.478], [4.753, 2.957, 2.440], [1.832, 0.903, 0.383], [-0.758, 4.384, 0.708], [3.579, -3.812, -0.840], [-3.448, -1.574, -1.313], [-3.456, 0.138, 1.297], [4.321, 1.189, 2.050], [-1.847, 2.634, -1.057], [-0.857, -0.858, 3.029], [0.919, -1.620, -0.556], [-1.989, -1.116, -2.822], [1.828, -5.079, -0.773], [1.277, -0.852, -2.753], [1.937, -3.453, -2.199], [3.882, 3.520, 2.781], [-2.004, 3.986, -1.283], [-2.700, 0.381, -1.057], [-2.164, -0.114, 1.584], [6.342, 0.691, 0.672], [-2.838, -0.771, 3.789], [-0.690, -0.176, -0.149], [-0.989, -4.043, -1.203], [-2.202, -4.379, 1.176], [-2.540, -1.145, 4.758], [2.524, -2.346, 1.214], [-2.296, -3.750, 2.338], [5.184, 3.483, 1.585], [-3.825, 1.790, 0.045], [-1.217, -2.591, -5.752], [2.281, -3.869, -0.989], [6.456, 0.025, 2.291], [-2.505, 1.599, -1.911], [-4.726, 0.360, -0.419], [1.027, 1.559, -2.744], [-4.941, -0.631, 4.230], [3.152, 1.297, 0.504], [-1.538, 5.952, -0.544], [-3.363, -4.355, 0.547], [-3.192, -2.015, -4.334], [-2.187, -1.764, -4.021], [-1.432, 4.886, -0.395], [-2.583, 4.326, -2.132]], "mulliken_charge": [-0.967, -1.035, 0.537, -0.625, -0.285, -1.533, 0.547, -0.098, -0.736, 0.464, 0.308, -0.790, -1.071, 0.497, -0.462, 1.274, 0.872, 0.375, 0.829, -1.689, 0.572, -0.176, -1.845, 1.284, 0.526, 0.450, -0.141, -0.404, 0.291, -0.512, 0.555, 0.275, 0.789, 0.317, 0.750, -0.735, -0.962, -1.122, 0.903, -1.073, -0.176, 0.557, 0.818, 0.095, 0.474, 0.609, -0.555, 0.906, -0.196, 0.544, -0.136, 0.339, -1.052, 0.151, 0.484, 0.359, -1.162, 2.272, -0.665, 0.501, 0.528, -0.600, -0.151, 0.382, 0.489, 0.504, 0.554, 0.403, -1.180, 0.645, 0.617, 0.504, 0.156, 0.500, -0.172, 0.592, -1.129, -0.565, 0.603], "charge": 3, "multiplicity": 1, "homo_ev": -17.11}



Entry 2:
{"formula": "CHBrCl2S", "method": "ωB97M-V with the def2-TZVPD basis set", "species": ["H", "Br", "C", "Cl", "S", "Cl"], "coordinates": [[-1.885, -0.096, 0.173], [1.409, -1.369, -0.004], [1.007, 0.416, 0.032], [0.669, 1.141, -1.407], [-1.909, -1.362, -0.321], [0.709, 1.270, 1.528]], "mulliken_charge": [0.153, 0.015, 0.145, -0.057, -0.156, -0.100], "multiplicity": 1, "homo_ev": [-9.99, -8.24]}



Entry 3:
{"formula": "C24H30CoF18N3NaO21", "method": "ωB97M-V with the def2-TZVPD basis set", "species": ["C", "O", "C", "N", "C", "F", "N", "O", "F", "Co", "O", "H", "H", "O", "H", "H", "H", "C", "N", "F", "F", "H", "C", "F", "O", "H", "O", "H", "O", "C", "F", "H", "F", "C", "O", "F", "H", "O", "H", "F", "O", "H", "C", "H", "C", "H", "F", "H", "O", "F", "F", "H", "H", "H", "H", "C", "O", "C", "F", "C", "F", "H", "C", "F", "O", "C", "C", "H", "Na", "H", "O", "H", "C", "H", "H", "C", "C", "O", "H", "H", "O", "H", "C", "C", "H", "O", "C", "O", "C", "O", "H", "F", "C", "O", "O", "F", "F", "C"], "coordinates": [[7.369, -5.034, -1.128], [-0.041, -1.958, 1.843], [1.337, 2.683, 2.000], [-0.262, 2.618, -1.977], [3.000, -0.521, 2.356], [-0.866, -5.351, -3.019], [-0.446, -1.036, -4.070], [-2.712, 0.189, 0.504], [7.734, -5.172, -2.443], [1.628, 1.308, -4.155], [2.188, 3.119, 3.066], [-0.680, 2.053, 1.932], [-0.384, 3.087, 3.216], [5.182, -4.612, -2.193], [3.657, -0.058, 1.621], [3.759, -2.587, 2.161], [-5.185, -3.568, -4.112], [-1.981, 4.633, 0.785], [2.495, 0.254, -1.400], [0.562, -3.558, 4.921], [0.194, -4.558, -1.275], [2.077, 0.059, 2.358], [-4.492, 0.567, -1.631], [-0.792, -1.866, 4.671], [0.096, -2.080, -4.393], [3.410, -4.643, -3.182], [-3.048, -3.760, -2.554], [-5.363, 2.303, -0.971], [1.885, -2.696, 2.813], [-4.429, 2.014, -1.453], [7.968, -6.030, -0.393], [-4.843, -3.154, -1.668], [-2.471, 8.983, -0.287], [0.511, -2.473, 2.772], [1.704, -0.462, -0.745], [5.395, 3.125, 4.277], [3.622, -2.441, -2.312], [-4.750, -0.108, -0.355], [2.624, -2.264, 0.939], [-1.410, -5.926, -0.936], [-2.213, 6.016, 0.960], [3.801, -3.016, -0.653], [-1.014, -4.928, -1.712], [1.734, 1.876, 1.384], [-1.511, 6.908, 0.180], [-2.631, 4.024, 2.597], [3.589, 3.885, 5.194], [0.263, 1.466, 3.443], [2.512, 0.203, -2.568], [-5.075, -0.196, 2.531], [4.713, 5.065, 3.811], [-3.680, -1.869, -2.126], [-5.508, -1.882, -3.848], [-5.410, 0.485, -2.212], [1.052, 3.523, 1.367], [-0.273, -2.928, 4.065], [-1.222, -0.986, -3.106], [-4.107, -2.833, -2.405], [-5.037, -2.106, 1.389], [-3.845, -0.265, 0.597], [-2.329, 8.411, 1.802], [-2.227, 4.308, -0.226], [4.313, 3.832, 4.127], [-0.599, 9.005, 0.655], [-1.977, -3.084, -0.621], [3.544, 3.250, 2.884], [-1.720, 8.350, 0.601], [-2.783, 2.806, 1.378], [-0.755, -0.765, -0.714], [-3.606, 2.279, -0.789], [-0.852, 6.543, -0.788], [-4.045, 4.023, 1.367], [-4.723, -2.635, -3.789], [-3.928, -2.319, -4.465], [3.486, -0.230, 3.287], [2.848, -2.019, 1.978], [5.843, -5.018, -1.032], [3.109, 1.134, -0.824], [3.292, -5.373, -1.574], [-4.411, 2.535, -2.411], [-0.609, 3.835, -1.963], [-3.751, 0.170, -2.325], [-2.989, 3.856, 1.581], [-2.049, -3.769, -1.619], [2.229, -3.104, -1.589], [4.130, 2.993, 1.840], [-4.364, -1.015, 1.815], [5.296, -5.374, 0.027], [3.313, -3.213, -1.607], [-0.853, 1.702, -1.383], [-0.959, 4.279, 0.922], [-3.237, -1.394, 2.505], [3.761, -4.577, -2.152], [0.645, 2.409, -2.718], [0.022, -0.001, -4.493], [-1.277, -3.710, 3.713], [7.767, -3.880, -0.572], [0.069, 2.240, 2.701]], "mulliken_charge": [0.805, -0.131, 0.477, 0.363, -0.945, -0.253, 0.817, -0.387, -0.233, 1.137, -0.342, -0.442, 0.424, -0.295, 0.409, 0.410, 0.400, 1.316, 0.954, -0.250, -0.155, -0.097, 0.287, -0.239, -0.592, 0.347, -0.274, 0.388, -0.397, -1.187, -0.234, 0.395, -0.256, 0.234, -0.060, -0.243, 0.200, -0.403, -0.395, -0.232, -0.365, 0.165, 0.739, -0.348, 0.379, 0.411, -0.235, 0.464, -0.736, -0.221, -0.266, -0.513, 0.386, 0.265, 0.302, 0.627, -0.367, 0.661, -0.219, 0.478, -0.249, 0.075, 0.864, -0.241, -0.531, 0.370, 0.817, -0.044, 0.902, -0.044, -0.505, 0.354, -1.426, 0.296, 0.554, 0.305, 0.362, -0.636, 0.396, 0.440, -0.497, -0.047, -1.064, 0.404, 0.159, -0.529, 0.818, -0.526, -0.407, -0.065, -0.519, -0.191, -0.514, -0.399, -0.652, -0.228, -0.224, -0.506], "multiplicity": 4, "homo_ev": [-10.17, -10.11]}



no.,strongest force on any atom (eV/Å)
1,0.39
2,1.61
3,9.57